Computed, not measured: a 9-piece molecular cluster, C35H74BF3O12S overall, with ωB97M-V/def2-TZVPD.

As for the spin multiplicity: 1. The calculation puts the total energy at -3003.2734 Eh. As for the total charge: 0. As for the SMILES: CC(C)=CCC[C@@H](C)CCC1=C(S)C(=O)C(B(O)O)=C(CCC(F)(F)F)C1=O.CCO.CCO.CCO.CCO.CCO.CCO.CCO.CCO. The value obtained for the HOMO energy is -6.94 eV. The gap between HOMO and LUMO is 0.217 Eh.

Last columns: bonded neighbours and bond lengths (Å).
Atoms and positions in Å:
1 C -7.13203 4.44986 -7.21473  C2 1.590, H29 1.136, H30 1.135, H31 1.140
2 C -6.12647 4.70746 -6.01031  C1 1.590, C3 1.582, C4 1.426
3 C -4.63079 5.04567 -6.40032  C2 1.582, H32 1.139, H33 1.139, H34 1.146
4 C -6.64691 4.64294 -4.68470  C2 1.426, C5 1.587, H35 1.139
5 C -6.37840 3.50712 -3.60919  C4 1.587, C6 1.594, H36 1.142, H37 1.133
6 C -6.60612 2.01961 -4.13331  C5 1.594, C7 1.614, H38 1.135, H39 1.137
7 C -5.24216 1.18675 -4.36090  C6 1.614, C8 1.590, C9 1.590, H40 1.147
8 C -4.54427 1.80961 -5.64663  C7 1.590, H41 1.142, H42 1.141, H43 1.128
9 C -4.32712 1.11307 -3.06224  C7 1.590, C10 1.589, H44 1.141, H45 1.144
10 C -2.76216 1.07230 -3.33598  C9 1.589, C11 1.601, H46 1.141, H47 1.128
11 C -1.91941 1.29273 -1.99302  C10 1.601, C12 1.405, C27 1.590
12 C -1.91497 2.53285 -1.33211  C11 1.405, S13 1.827, C14 1.596
13 S -2.83317 4.02148 -1.85998  C12 1.827, H48 1.392
14 C -0.99290 2.63258 -0.03309  C12 1.596, O15 1.233, C16 1.595
15 O -1.34329 3.26578 0.96545  C14 1.233
16 C 0.40865 1.88490 -0.17275  C14 1.595, B17 1.623, C20 1.406
17 B 1.75309 2.58718 0.40592  C16 1.623, O18 1.438, O19 1.424
18 O 2.29714 3.63847 -0.41129  B17 1.438, H49 0.976
19 O 2.38783 2.22638 1.62806  B17 1.424, H50 0.990
20 C 0.39764 0.64207 -0.82956  C16 1.406, C21 1.570, C27 1.593
21 C 1.70059 -0.20223 -1.06153  C20 1.570, C22 1.612, H51 1.131, H52 1.144
22 C 1.90403 -1.34568 0.05676  C21 1.612, C23 1.590, H53 1.130, H54 1.131
23 C 3.14848 -2.27114 -0.29425  C22 1.590, F24 1.413, F25 1.434, F26 1.409
24 F 2.76382 -3.59522 -0.60214  C23 1.413
25 F 4.10221 -2.30424 0.77633  C23 1.434
26 F 3.85786 -1.80128 -1.41720  C23 1.409
27 C -1.01620 0.14377 -1.36749  C11 1.590, C20 1.593, O28 1.239
28 O -1.39256 -1.03336 -1.28128  C27 1.239
29 H -7.32602 3.33031 -7.21825  C1 1.136
30 H -6.69752 4.81643 -8.19682  C1 1.135
31 H -8.11502 4.96271 -6.94946  C1 1.140
32 H -4.56210 5.98966 -7.03335  C3 1.139
33 H -3.96561 5.11363 -5.47769  C3 1.139
34 H -4.19496 4.21291 -7.05511  C3 1.146
35 H -7.28932 5.51992 -4.34521  C4 1.139
36 H -7.13536 3.67160 -2.76975  C5 1.142
37 H -5.36064 3.69758 -3.14814  C5 1.133
38 H -7.20476 2.07955 -5.09571  C6 1.135
39 H -7.19616 1.43656 -3.35630  C6 1.137
40 H -5.53695 0.11182 -4.63077  C7 1.147
41 H -3.90094 2.68653 -5.29802  C8 1.142
42 H -3.82923 1.06839 -6.13841  C8 1.141
43 H -5.29122 2.13200 -6.42767  C8 1.128
44 H -4.60647 1.91092 -2.29582  C9 1.141
45 H -4.58320 0.12500 -2.54536  C9 1.144
46 H -2.51659 0.02435 -3.71509  C10 1.141
47 H -2.37913 1.84955 -4.05798  C10 1.128
48 H -2.54555 4.23625 -3.20481  S13 1.392
49 H 2.50643 4.41847 0.13695  O18 0.976
50 H 1.64430 2.19631 2.28075  O19 0.990
51 H 2.64070 0.40703 -1.21518  C21 1.131
52 H 1.54828 -0.77588 -2.03916  C21 1.144
53 H 2.06677 -0.81443 1.04102  C22 1.130
54 H 0.96599 -1.97640 0.01710  C22 1.131
55 C 5.28787 -5.85340 2.36453  C56 1.517, H58 1.092, H59 1.093, H60 1.094
56 C 6.34091 -5.36767 1.38732  C55 1.517, O57 1.422, H61 1.091, H62 1.095
57 O 5.77517 -5.19836 0.09384  C56 1.422, H63 0.967
58 H 4.86092 -6.80082 2.02752  C55 1.092
59 H 5.71373 -5.99317 3.36107  C55 1.093
60 H 4.46354 -5.13733 2.43219  C55 1.094
61 H 7.15098 -6.09457 1.30626  C56 1.091
62 H 6.76482 -4.41235 1.71490  C56 1.095
63 H 5.06410 -4.54750 0.16420  O57 0.967
64 C -4.03954 -2.93419 -7.22036  C65 1.516, H67 1.092, H68 1.093, H69 1.093
65 C -4.12158 -1.61367 -6.48046  C64 1.516, O66 1.425, H70 1.091, H71 1.096
66 O -5.24681 -1.60470 -5.60623  C65 1.425, H72 0.966
67 H -4.95023 -3.10669 -7.79841  C64 1.092
68 H -3.18311 -2.94895 -7.89858  C64 1.093
69 H -3.94562 -3.76638 -6.51874  C64 1.093
70 H -4.23726 -0.78767 -7.18354  C65 1.091
71 H -3.21514 -1.44080 -5.88998  C65 1.096
72 H -5.13462 -2.33257 -4.98133  O66 0.966
73 C -2.62153 -7.61860 -5.72186  C74 1.516, H76 1.093, H77 1.092, H78 1.094
74 C -4.03934 -7.08248 -5.68599  C73 1.516, O75 1.424, H79 1.091, H80 1.095
75 O -4.28153 -6.24460 -6.81141  C74 1.424, H81 0.965
76 H -1.90144 -6.79700 -5.72490  C73 1.093
77 H -2.42331 -8.25778 -4.85856  C73 1.092
78 H -2.44994 -8.19739 -6.63381  C73 1.094
79 H -4.20015 -6.48769 -4.78503  C74 1.091
80 H -4.76585 -7.90123 -5.69342  C74 1.095
81 H -4.14738 -6.77691 -7.60518  O75 0.965
82 C -1.85045 -0.04761 3.89715  C83 1.516, H85 1.093, H86 1.092, H87 1.094
83 C -1.09539 0.92754 3.01579  C82 1.516, O84 1.427, H88 1.091, H89 1.093
84 O 0.28445 0.56955 2.94950  C83 1.427, H90 0.966
85 H -1.42806 -0.05963 4.90487  C82 1.093
86 H -2.90701 0.22143 3.96094  C82 1.092
87 H -1.77024 -1.06560 3.50499  C82 1.094
88 H -1.15893 1.93842 3.42090  C83 1.091
89 H -1.50636 0.93626 2.00325  C83 1.093
90 H 0.34056 -0.32200 2.58119  O84 0.966
91 C 6.91769 0.82834 -0.16354  C92 1.516, H94 1.093, H95 1.093, H96 1.094
92 C 6.62519 0.83723 1.32425  C91 1.516, O93 1.422, H97 1.091, H98 1.095
93 O 5.22830 0.70066 1.55468  C92 1.422, H99 0.966
94 H 6.38516 1.64131 -0.66300  C91 1.093
95 H 7.98802 0.93940 -0.35251  C91 1.093
96 H 6.57582 -0.10552 -0.61918  C91 1.094
97 H 6.94792 1.77900 1.77171  C92 1.091
98 H 7.14798 0.01779 1.82904  C92 1.095
99 H 4.94935 -0.13833 1.16556  O93 0.966
100 C 3.68249 -2.43163 5.14569  C101 1.516, H103 1.093, H104 1.092, H105 1.093
101 C 3.80139 -1.81381 3.76650  C100 1.516, O102 1.427, H106 1.090, H107 1.095
102 O 2.55376 -1.24567 3.37193  C101 1.427, H108 0.966
103 H 2.91091 -3.20548 5.15465  C100 1.093
104 H 4.63074 -2.87554 5.45735  C100 1.092
105 H 3.38792 -1.67911 5.88151  C100 1.093
106 H 4.07415 -2.57039 3.03099  C101 1.090
107 H 4.56448 -1.02908 3.75331  C101 1.095
108 H 2.32067 -0.56919 4.02096  O102 0.966
109 C 4.12574 1.21825 6.94392  C110 1.516, H112 1.093, H113 1.093, H114 1.093
110 C 3.43590 0.43805 8.04607  C109 1.516, O111 1.422, H115 1.091, H116 1.095
111 O 4.29940 0.30870 9.16805  C110 1.422, H117 0.967
112 H 5.04820 0.71773 6.63936  C109 1.093
113 H 3.47534 1.32068 6.07124  C109 1.093
114 H 4.40427 2.21615 7.29332  C109 1.093
115 H 3.17839 -0.56466 7.70137  C110 1.091
116 H 2.51612 0.93942 8.36498  C110 1.095
117 H 4.51539 1.20070 9.47313  O111 0.967
118 C 3.66426 3.08608 12.81307  C119 1.516, H121 1.093, H122 1.092, H123 1.094
119 C 4.72114 3.57430 11.84195  C118 1.516, O120 1.425, H124 1.091, H125 1.095
120 O 4.16538 3.72545 10.53894  C119 1.425, H126 0.965
121 H 3.25125 2.13068 12.48096  C118 1.093
122 H 4.08188 2.96053 13.81448  C118 1.092
123 H 2.83159 3.79328 12.86614  C118 1.094
124 H 5.53992 2.85570 11.77567  C119 1.091
125 H 5.13129 4.53671 12.16376  C119 1.095
126 H 3.44823 4.36816 10.60082  O120 0.965